No. 1
Density functional theory data (wB97M-V/def2-TZVPD) for C21H18ClN3O2Pt as an isolated structure.

HOMO-LUMO gap (spin up / spin down)   7.01 / 6.81 eV
Spin multiplicity   3

The geometry in XYZ format:
```
46
Properties=species:S:1:pos:R:3:lowdin_spin:R:1
Pt 0.49 -0.04 -0.63 1.281
Cl -3.96 0.82 3.03 0.000
O 0.85 1.89 -1.33 0.109
O -0.85 -1.58 0.11 0.099
N -0.63 1.15 0.95 0.055
N 1.75 -1.77 -0.07 0.104
N 1.60 -0.46 -2.42 0.093
C -1.83 -2.09 2.15 0.004
C -0.06 1.58 3.22 0.000
C -1.89 0.95 1.31 0.016
C -0.54 3.27 -2.59 0.001
C 0.59 -1.96 1.99 0.004
C 0.65 -2.14 3.37 0.006
C 0.27 1.47 1.89 0.014
C -1.21 2.64 -4.81 -0.001
C -1.38 1.39 3.61 0.012
C 2.88 -1.89 -0.95 0.008
C 1.00 -0.05 -3.49 0.059
C -0.69 -1.86 1.35 0.013
C 0.22 2.08 -2.44 0.024
C 0.26 1.17 -3.55 0.008
C 2.37 -1.69 -2.38 0.008
C -0.47 1.49 -4.71 0.011
C -1.73 -2.32 3.50 0.007
C -0.48 -2.30 4.13 -0.001
C -2.30 1.07 2.63 0.000
C -1.25 3.53 -3.73 0.013
C 1.79 -1.93 1.21 0.034
H 1.62 -2.16 3.85 0.000
H 3.22 -1.64 -3.07 -0.001
H 1.73 -2.54 -2.66 0.002
H 0.70 1.80 3.95 0.000
H 2.73 -2.11 1.73 0.006
H -0.55 3.94 -1.74 0.000
H -2.62 -2.48 4.08 0.001
H 3.35 -2.88 -0.85 0.000
H 1.27 1.67 1.52 0.000
H -1.69 1.50 4.64 0.001
H 1.03 -0.65 -4.40 0.007
H -2.59 0.67 0.53 0.001
H -1.84 4.43 -3.81 0.001
H -2.79 -2.07 1.66 0.000
H -0.41 -2.43 5.20 0.000
H 3.64 -1.13 -0.72 0.001
H -0.44 0.79 -5.54 0.001
H -1.78 2.84 -5.71 0.000
```

***

No. 2
Density functional theory data (wB97M-V/def2-TZVPD) for C21H18CoN4OS2 as an isolated structure in a non-equilibrium geometry.

HOMO-LUMO gap (spin up / spin down)   7.42 / 5.81 eV
Charge   +1
Spin multiplicity   5

The geometry in XYZ format:
```
47
Properties=species:S:1:pos:R:3:lowdin_spin:R:1
Co -0.39 0.75 -0.84 2.717
S 0.83 0.67 1.16 0.360
S 0.77 2.03 -1.98 0.170
O 3.33 1.77 0.18 0.122
N 1.20 3.86 0.00 0.013
N 2.17 4.21 -2.13 0.020
N -1.45 -0.83 -0.29 0.046
N 3.39 0.46 0.31 0.048
C -2.91 0.93 0.38 0.042
C 2.23 -0.24 0.69 0.006
C 4.54 -0.19 0.07 -0.028
C -1.70 -3.14 0.38 0.002
C -1.05 -2.12 -0.37 0.012
C 3.57 -2.26 0.73 -0.027
C 4.64 -1.55 0.20 0.044
C -3.33 3.65 0.02 0.012
C 0.54 -3.77 -1.19 0.004
C 2.38 -1.62 0.83 0.032
C -4.01 1.52 0.93 0.011
C -2.07 3.07 -0.26 0.060
C -1.93 1.77 -0.15 0.235
C 0.08 -2.45 -1.14 0.006
C 1.44 3.47 -1.27 0.029
C -1.23 -4.45 0.33 0.004
C -3.18 -1.43 1.29 -0.001
C -2.73 -2.75 1.32 0.014
C -2.55 -0.50 0.45 0.014
C -4.28 2.89 0.68 0.014
C -0.14 -4.79 -0.50 -0.002
H -4.17 -1.13 1.75 0.000
H -5.20 3.33 1.07 0.001
H 2.13 3.83 -3.08 0.003
H 2.39 5.18 -2.04 0.001
H -3.61 4.67 -0.25 0.002
H 1.73 4.71 0.33 0.001
H -3.10 -3.52 1.99 0.001
H 0.91 3.07 0.58 -0.001
H 3.62 -3.32 0.87 -0.002
H 1.47 -2.13 1.14 0.001
H 0.72 -1.70 -1.62 0.006
H 0.24 -5.84 -0.51 0.000
H 1.38 -3.91 -1.80 0.000
H -1.26 3.74 -0.61 0.007
H -4.65 0.99 1.67 0.002
H -1.72 -5.24 0.94 0.000
H 5.40 0.42 -0.27 -0.001
H 5.55 -2.08 -0.01 0.003
```

***

No. 3
Density functional theory data (wB97M-V/def2-TZVPD) for C21H18InN4O5S as an isolated structure.

HOMO-LUMO gap   4.99 eV
ΔE to the lowest compared entry with this formula, charge and spin   1.4 kcal per mole
Charge   -1

The geometry in XYZ format:
```
50
Properties=species:S:1:pos:R:3:mulliken_charge:R:1
In -1.06 -0.31 -0.34 1.029
S 2.31 -1.27 -0.66 -0.088
O -2.16 1.35 4.34 -0.661
O -5.72 1.06 1.25 -0.661
O -5.07 0.83 4.14 -0.619
O -1.04 0.66 1.63 -0.843
O -3.14 0.53 -0.19 -1.092
N 1.34 0.09 -0.84 -0.450
N -0.57 1.91 -1.03 -0.145
N -0.71 -2.21 -0.83 -0.446
N 3.00 1.70 -0.46 -0.073
C -2.01 -3.05 1.15 -1.470
C -1.37 4.13 -1.29 -0.916
C 0.68 2.36 -0.91 0.672
C -0.08 4.61 -1.16 -0.447
C 4.11 0.83 -0.47 0.215
C 6.32 -0.85 -0.48 -0.650
C 6.50 0.52 -0.38 -0.574
C -2.28 0.80 1.99 0.899
C 0.96 3.71 -0.96 -0.498
C -2.78 1.06 3.34 -0.048
C -3.34 0.73 1.07 1.028
C 5.39 1.36 -0.38 -0.588
C -1.57 2.76 -1.21 -0.310
C 3.93 -0.55 -0.58 0.716
C -1.11 -4.54 -0.63 -1.889
C -4.62 0.92 1.75 -0.058
C 1.72 1.30 -0.72 0.606
C -4.29 0.94 3.23 0.538
C -1.71 -3.15 -0.36 1.586
C 5.04 -1.37 -0.59 -0.651
C -3.05 -3.05 -1.11 -1.532
H 1.97 4.09 -0.86 0.276
H 0.12 5.67 -1.21 0.409
H -2.56 2.31 -1.26 0.707
H -2.56 -2.13 1.37 0.182
H 5.52 2.43 -0.30 0.327
H -0.88 -4.64 -1.69 0.403
H -1.07 -3.03 1.71 0.318
H -3.50 -2.07 -0.94 0.251
H -2.86 -3.17 -2.18 0.332
H -0.18 -4.65 -0.07 0.377
H 7.49 0.94 -0.29 0.364
H -1.80 -5.34 -0.34 0.382
H -2.62 -3.89 1.51 0.479
H 7.18 -1.52 -0.48 0.366
H 3.19 2.68 -0.35 0.072
H -3.76 -3.82 -0.79 0.369
H -2.21 4.80 -1.44 0.412
H 4.89 -2.45 -0.67 0.395
```